# C18H28N8O6Pb

A molecular structure, C18H28N8O6Pb (ωB97M-V with the def2-TZVPD basis set, OMol25).

Total energy (hartree): -1785.14246
Kohn-Sham gap (eV): 7.89
Energy relative to the best compared isomer or geometry (same formula, charge and spin) (eV): 0.000
LUMO level (eV): 0.09
E_HOMO (Eh): -0.286
Spin multiplicity: 1

Atoms and positions in Å:
Pb1 -0.842 1.121 -0.241
C1 3.353 -1.791 5.905
N1 3.302 -1.178 4.589
C2 4.560 -0.749 4.006
C3 2.147 -1.271 3.870
O1 1.128 -1.765 4.318
C4 2.206 -0.701 2.451
O2 0.975 -0.708 1.798
C5 0.523 -1.987 1.406
C6 -0.961 -1.872 1.104
O3 -1.568 -0.827 1.369
N2 -1.548 -2.948 0.562
C7 -0.791 -4.110 0.112
C8 -2.898 -2.854 0.027
H1 3.834 -2.774 5.869
H2 2.340 -1.913 6.273
H3 3.915 -1.150 6.584
H4 5.257 -0.533 4.814
H5 4.443 0.162 3.422
H6 5.009 -1.518 3.369
H7 2.975 -1.242 1.877
H8 2.516 0.344 2.503
H9 0.676 -2.726 2.193
H10 1.031 -2.282 0.481
H11 0.029 -4.331 0.791
H12 -0.406 -3.943 -0.898
H13 -1.458 -4.971 0.109
H14 -3.334 -1.901 0.304
H15 -3.511 -3.665 0.422
H16 -2.866 -2.929 -1.062
N3 -3.374 1.444 0.665
C9 -4.170 1.586 -0.558
C10 -3.726 0.605 -1.632
O4 -4.585 0.110 -2.364
N4 -2.413 0.365 -1.682
C11 -1.984 -0.646 -2.625
C12 -0.707 -1.355 -2.178
O5 -0.387 -2.401 -2.733
O6 -0.036 -0.804 -1.222
H17 -3.489 0.524 1.078
H18 -3.646 2.133 1.355
H19 -4.028 2.600 -0.941
H20 -5.241 1.432 -0.413
H21 -1.792 -0.227 -3.620
H22 -2.765 -1.395 -2.765
N5 2.412 2.837 -3.459
C13 3.134 1.706 -3.144
C14 2.336 0.981 -2.309
N6 1.157 1.647 -2.107
C15 1.224 2.749 -2.805
C16 0.129 3.706 -2.867
N7 -0.865 3.724 -2.012
C17 -1.703 4.723 -2.437
C18 -1.207 5.313 -3.561
N8 -0.029 4.656 -3.827
H23 2.744 3.604 -4.016
H24 4.116 1.527 -3.543
H25 2.505 0.014 -1.867
H26 -2.613 4.959 -1.912
H27 -1.573 6.110 -4.182
H28 0.538 4.786 -4.646

Forces on the atoms, in the same order (eV/Å):
Pb 0.035 -0.196 0.115
C 0.001 -0.005 -0.027
N -0.012 0.000 0.023
C -0.017 -0.023 -0.008
C -0.038 -0.013 0.050
O 0.039 0.018 -0.038
C 0.052 -0.009 -0.145
O -0.093 -0.046 0.191
C 0.022 0.163 -0.210
C -0.028 0.005 0.116
O -0.107 -0.084 -0.191
N 0.009 0.029 -0.068
C 0.018 0.043 0.007
C 0.029 -0.013 0.040
H 0.006 0.003 0.003
H 0.003 -0.004 -0.001
H 0.000 -0.003 0.004
H 0.001 0.014 0.000
H -0.001 -0.008 -0.004
H 0.010 -0.006 0.009
H -0.018 0.006 0.005
H 0.016 0.014 -0.014
H 0.024 -0.023 0.080
H 0.040 -0.075 0.067
H -0.013 -0.002 0.016
H 0.002 -0.017 0.005
H -0.004 0.002 -0.002
H -0.001 0.021 -0.003
H -0.005 -0.003 0.003
H -0.012 -0.010 0.013
N -0.058 0.172 -0.025
C -0.076 0.085 0.144
C -0.065 -0.039 -0.134
O -0.013 0.014 -0.039
N 0.173 -0.011 0.002
C 0.048 0.019 0.011
C -0.017 -0.060 0.014
O 0.025 -0.006 0.013
O 0.045 -0.010 0.101
H 0.049 -0.004 0.001
H 0.042 -0.021 0.029
H -0.017 -0.002 -0.006
H -0.007 -0.015 0.015
H 0.003 0.013 -0.009
H 0.011 -0.001 -0.037
N 0.022 -0.023 -0.013
C -0.055 -0.001 0.024
C 0.042 0.017 -0.066
N -0.089 0.030 -0.031
C 0.008 0.031 -0.025
C -0.017 0.015 -0.008
N 0.001 0.006 -0.002
C 0.007 0.013 -0.021
C -0.021 -0.012 0.024
N -0.008 0.000 0.020
H 0.005 0.009 -0.007
H -0.002 -0.002 0.000
H -0.007 0.008 0.001
H 0.004 0.000 -0.001
H 0.003 -0.003 0.000
H 0.007 0.003 -0.010

Löwdin population analysis, charges in e, atoms 1 to 4:
1. Pb 1.4062
2. C -0.0413
3. N -0.1549
4. C -0.0563

# C4H6BNO2

2 unconnected molecules or ions with the total composition C4H6BNO2 at a distorted geometry (ωB97M-V with the def2-TZVPD basis set, OMol25).

Total energy (hartree): -385.91561
Kohn-Sham gap (alpha / beta) (eV): 7.53 / 6.57
Energy relative to the best compared isomer or geometry (same formula, charge and spin) (eV): 1.454
LUMO level (alpha / beta) (eV): 0.09 / -4.33
E_HOMO (alpha / beta) (Eh): -0.274 / -0.400
Spin multiplicity: 3

Atoms and positions in Å:
B1 0.065 -0.246 -1.246
C1 1.746 -0.970 0.759
C2 -0.166 1.154 1.249
C3 -1.076 -0.054 1.294
C4 -0.054 0.075 0.261
N1 2.436 -1.835 0.941
O1 0.674 0.773 -1.995
O2 -0.649 -1.195 -1.805
H1 -0.629 2.078 0.878
H2 0.467 1.390 2.096
H3 -0.904 -0.643 2.098
H4 -2.129 0.165 1.228
H5 0.795 0.480 -2.917
H6 -0.575 -1.171 -2.841

Forces on the atoms, in the same order (eV/Å):
B 0.457 3.350 0.595
C -0.713 4.177 -0.004
C -0.182 0.475 0.316
C -0.861 2.572 -1.457
C -2.335 0.118 -0.818
N 2.836 -4.512 0.692
O 0.395 -1.132 -0.178
O -0.667 -2.116 -3.874
H 0.343 -0.232 -0.254
H 0.491 -0.448 -0.066
H 0.928 -2.275 2.345
H -0.325 -0.227 -0.785
H -0.012 0.501 0.437
H -0.355 -0.252 3.049

Löwdin population analysis, charges in e, atoms 1 to 4:
1. B -0.7432
2. C -0.0579
3. C -0.0926
4. C -0.1011

# C16H22BrN3O3

C16H22BrN3O3 in the gas phase (ωB97M-V with the def2-TZVPD basis set, OMol25).

Total energy (hartree): -3586.93222
Kohn-Sham gap (eV): 8.53
Energy relative to the best compared isomer or geometry (same formula, charge and spin) (eV): 0.236
LUMO level (eV): 0.46
E_HOMO (Eh): -0.297
Spin multiplicity: 1

Atoms and positions in Å:
C1 -4.122 -4.145 0.965
C2 -4.493 -3.014 0.016
H1 -4.382 -3.344 -1.022
H2 -5.516 -2.672 0.190
O1 -3.683 -1.861 0.226
C3 -2.458 -1.892 -0.357
O2 -2.081 -2.782 -1.086
N1 -1.702 -0.830 -0.007
C4 -2.191 0.331 0.703
H3 -3.131 0.088 1.194
C5 -2.389 1.475 -0.307
N2 -1.193 1.769 -1.064
C6 -0.586 0.590 -1.642
C7 -0.439 -0.594 -0.670
H4 -0.167 -1.496 -1.218
H5 0.315 -0.396 0.095
H6 0.387 0.849 -2.062
H7 -1.238 0.261 -2.463
C8 -0.393 2.888 -0.675
C9 0.206 2.928 0.760
C10 1.192 1.821 1.050
O3 0.981 0.954 1.872
N3 2.320 1.895 0.283
C11 3.407 1.022 0.230
C12 3.496 -0.125 1.016
C13 4.598 -0.952 0.912
C14 5.612 -0.638 0.025
C15 5.540 0.498 -0.765
C16 4.438 1.322 -0.660
H8 4.378 2.210 -1.274
H9 6.336 0.735 -1.453
Br1 7.133 -1.776 -0.113
H10 4.665 -1.840 1.521
H11 2.707 -0.364 1.709
H12 2.389 2.685 -0.344
H13 0.702 3.893 0.883
H14 -0.599 2.860 1.492
H15 0.412 2.982 -1.410
H16 -1.023 3.782 -0.766
H17 -2.725 2.380 0.200
H18 -3.167 1.166 -1.017
H19 -1.442 0.597 1.456
H20 -4.186 -3.807 1.997
H21 -4.801 -4.981 0.820
H22 -3.107 -4.474 0.762

Forces on the atoms, in the same order (eV/Å):
C 0.048 0.385 -0.184
C -0.161 -0.496 -0.154
H -0.104 0.093 0.160
H 0.120 -0.030 -0.057
O 0.238 0.251 0.050
C -0.097 -0.031 0.133
O -0.067 -0.334 -0.218
N 0.027 0.130 0.129
C -0.321 0.310 0.050
H 0.097 0.060 0.013
C -0.011 -0.124 0.123
N 0.055 -0.120 0.056
C 0.003 -0.271 0.005
C 0.242 -0.067 -0.373
H 0.019 0.103 0.062
H -0.015 -0.028 -0.092
H 0.000 0.012 -0.041
H 0.111 -0.094 -0.019
C 0.018 0.237 0.219
C -0.229 -0.106 -0.261
C -0.168 0.406 -0.038
O 0.025 -0.171 0.206
N -0.020 0.315 -0.260
C 0.344 -0.348 0.034
C -0.194 0.060 0.090
C 0.264 0.022 -0.198
C 0.187 -0.160 0.006
C 0.048 -0.120 0.059
C -0.142 -0.031 0.118
H -0.011 0.099 -0.067
H 0.050 0.012 -0.044
Br -0.165 0.118 0.014
H 0.007 -0.061 0.042
H -0.014 0.009 0.004
H -0.108 -0.115 0.138
H -0.002 0.067 0.058
H 0.101 0.005 0.033
H -0.038 0.092 -0.009
H 0.166 0.038 -0.008
H -0.058 0.044 0.003
H -0.087 0.014 0.113
H -0.098 0.035 -0.010
H -0.036 -0.017 0.104
H -0.072 -0.118 0.011
H 0.050 -0.072 0.001

Löwdin population analysis, charges in e, atoms 1 to 4:
1. C -0.0629
2. C -0.2245
3. H 0.1199
4. H 0.1212

Repeat the second record exactly.
# C4H6BNO2

2 unconnected molecules or ions with the total composition C4H6BNO2 at a distorted geometry (ωB97M-V with the def2-TZVPD basis set, OMol25).

Total energy (hartree): -385.91561
Kohn-Sham gap (alpha / beta) (eV): 7.53 / 6.57
Energy relative to the best compared isomer or geometry (same formula, charge and spin) (eV): 1.454
LUMO level (alpha / beta) (eV): 0.09 / -4.33
E_HOMO (alpha / beta) (Eh): -0.274 / -0.400
Spin multiplicity: 3

Atoms and positions in Å:
B1 0.065 -0.246 -1.246
C1 1.746 -0.970 0.759
C2 -0.166 1.154 1.249
C3 -1.076 -0.054 1.294
C4 -0.054 0.075 0.261
N1 2.436 -1.835 0.941
O1 0.674 0.773 -1.995
O2 -0.649 -1.195 -1.805
H1 -0.629 2.078 0.878
H2 0.467 1.390 2.096
H3 -0.904 -0.643 2.098
H4 -2.129 0.165 1.228
H5 0.795 0.480 -2.917
H6 -0.575 -1.171 -2.841

Forces on the atoms, in the same order (eV/Å):
B 0.457 3.350 0.595
C -0.713 4.177 -0.004
C -0.182 0.475 0.316
C -0.861 2.572 -1.457
C -2.335 0.118 -0.818
N 2.836 -4.512 0.692
O 0.395 -1.132 -0.178
O -0.667 -2.116 -3.874
H 0.343 -0.232 -0.254
H 0.491 -0.448 -0.066
H 0.928 -2.275 2.345
H -0.325 -0.227 -0.785
H -0.012 0.501 0.437
H -0.355 -0.252 3.049

Löwdin population analysis, charges in e, atoms 1 to 4:
1. B -0.7432
2. C -0.0579
3. C -0.0926
4. C -0.1011